(i)
Here is a 2-piece molecular cluster, C2H2INO3 overall from the OMol25 dataset. Energies are from ωB97M-V/def2-TZVPD.

```
9
Properties=species:S:1:pos:R:3:mulliken_charge:R:1
C 2.31588 -0.98165 -1.00618 0.180
C 0.79677 -2.32472 0.07724 0.597
N 0.03786 -0.09037 0.00902 -0.322
O 1.04100 -3.40689 0.44669 -0.334
O 2.31547 -0.91050 -2.19245 -0.387
O -0.01720 -1.35260 0.58001 -0.146
I 3.68404 0.21098 0.25600 -0.036
H 0.65204 0.49150 0.49704 0.229
H -0.87612 0.19348 -0.29387 0.219
```

Calculated values
Lowest unoccupied orbital energy (alpha / beta) (hartree): -0.0494 / -0.0493
Multiplicity: 1
Orbital gap (alpha / beta) (eV): 7.33 / 7.33


(ii)
Here is a 2-piece molecular cluster, C2H2INO3 overall from the OMol25 dataset. Energies are from ωB97M-V/def2-TZVPD.

```
9
Properties=species:S:1:pos:R:3:mulliken_charge:R:1
C 0.01615 0.50194 -0.25485 0.443
C 1.85897 -1.05826 -0.17790 0.097
N -1.13508 0.00507 0.15852 -0.081
O 0.49772 1.60610 -0.28587 -0.422
O 1.96993 -2.22568 -0.13732 -0.320
O -2.42136 0.51093 -0.11309 -0.411
I 3.31523 0.45960 0.00366 0.075
H -1.38661 -0.97601 0.18966 0.269
H -2.71494 1.17631 0.61721 0.351
```

Calculated values
Lowest unoccupied orbital energy (alpha / beta) (hartree): -0.0282 / -0.0294
Multiplicity: 1
Orbital gap (alpha / beta) (eV): 7.56 / 7.55


Which of them is the most stable, and which is the least stable? (i) and (ii), in that order.


(i)
Here is a 7-piece molecular cluster, C24H50NO13S5 overall from the OMol25 dataset. Energies are from ωB97M-V/def2-TZVPD.

```
93
Properties=species:S:1:pos:R:3:mulliken_charge:R:1
N -0.65217 0.05661 -0.21955 0.108
H -1.09514 0.30127 0.67894 0.212
H 0.22162 0.23650 -0.00913 0.267
H -0.97400 0.65031 -0.91253 0.293
H -0.74800 -1.00571 -0.46373 0.074
C 0.88728 -4.67576 2.78438 -1.301
C 1.76024 -4.08858 1.69364 0.623
C 2.51420 -5.02258 0.61868 -0.588
O 1.83625 -4.63896 -0.62413 -0.317
C 1.02216 -3.54366 -0.40940 0.042
O 0.41133 -2.93513 -1.28257 -0.460
O 0.89041 -3.18908 0.95550 0.275
H 0.49594 -3.85372 3.37920 0.167
H 1.46371 -5.22825 3.41886 0.580
H 0.04941 -5.49542 2.58510 0.151
H 2.58432 -3.53066 2.17072 0.187
H 2.43305 -6.17911 0.65387 0.277
H 3.52327 -4.87901 0.73738 0.367
C 2.91937 5.11619 1.83634 -0.701
C 3.52757 4.90593 0.40322 -0.572
C 2.31417 4.88554 -0.50593 -0.751
S 1.08480 3.92618 0.39230 1.155
O 1.02928 2.52614 -0.08086 -0.463
O -0.24296 4.64691 0.32512 -0.695
C 1.88810 4.03538 1.96578 -0.352
H 2.42250 6.16386 2.16268 0.191
H 3.74834 4.97732 2.46365 0.407
H 4.01285 3.94278 0.31892 0.291
H 4.34314 5.67763 0.25600 0.361
H 2.59531 4.63396 -1.60501 0.370
H 1.82613 5.85876 -0.48572 0.381
H 2.22758 3.13881 2.46343 0.008
H 0.99152 4.29207 2.62509 0.435
C -2.41951 -5.18638 -0.79516 -0.250
C -2.94552 -5.79286 0.53070 -0.661
C -3.10070 -4.63198 1.59223 -0.458
S -3.23034 -3.12508 0.65439 1.113
O -2.01274 -2.43089 0.95098 -0.515
O -4.51498 -2.62739 0.82078 -0.756
C -3.23527 -3.89713 -0.92104 -0.387
H -2.70020 -5.93799 -1.52896 0.354
H -1.48529 -4.99537 -0.76796 -0.128
H -2.44099 -6.65967 1.00290 0.389
H -3.99665 -6.04485 0.40199 0.373
H -2.20339 -4.26107 2.00132 0.048
H -4.01952 -4.78697 2.17929 0.395
H -2.64577 -2.96352 -1.65898 0.150
H -4.27053 -3.93122 -1.39832 0.355
C 3.20667 -2.17943 -4.25335 -0.410
C 2.88184 -1.33061 -5.45659 -0.822
C 2.00761 -0.16120 -4.97368 -1.029
S 2.30792 0.28625 -3.34209 1.321
O 0.96066 0.28004 -2.78859 -0.612
O 3.21100 1.45796 -3.32889 -0.736
C 3.22778 -1.13055 -3.01405 -0.699
H 4.12497 -2.72831 -4.25909 0.437
H 2.29930 -2.80086 -4.07247 0.126
H 2.48165 -1.77635 -6.25817 0.519
H 3.89687 -0.84497 -5.81704 0.205
H 1.04300 -0.30963 -5.22152 0.542
H 1.95844 0.62528 -5.73076 0.528
H 3.02301 -1.62750 -2.18130 0.235
H 4.29579 -0.88263 -2.96841 0.416
C 1.90684 -0.36014 4.03230 -1.302
C 0.66752 -1.27242 3.87338 0.794
C -0.61168 -0.49878 3.96154 -0.832
S -0.10882 1.19884 3.94825 1.081
O -0.94099 1.96695 4.85125 -0.795
O 0.07218 1.57367 2.63325 -0.402
C 1.41254 0.95918 4.68164 -0.702
H 2.18989 -0.09565 2.96704 0.199
H 2.75377 -0.82979 4.27256 0.842
H 0.80384 -2.04164 4.58600 0.736
H 0.53065 -1.76758 2.88068 -0.847
H -1.01678 -0.80370 4.87239 0.370
H -1.22652 -0.55642 3.07234 0.136
H 1.31946 0.93554 5.75260 0.432
H 2.30338 1.58231 4.41131 0.286
C -3.87126 5.76707 -2.39486 -0.586
C -5.01827 4.73965 -2.21546 -0.763
C -4.35231 3.37670 -2.24220 -0.576
S -3.08772 3.60040 -1.10181 1.165
O -1.93100 2.86737 -1.45734 -0.644
O -3.65232 3.53046 0.20615 -0.770
C -2.69722 5.30648 -1.48743 -0.724
H -4.39787 6.75060 -2.00890 0.256
H -3.46507 5.71731 -3.44003 0.286
H -5.63736 4.73023 -3.04793 0.423
H -5.52972 5.24142 -1.27997 0.279
H -3.88741 3.37240 -3.23790 0.298
H -5.15727 2.56652 -2.25477 0.404
H -1.86617 5.46837 -1.99412 0.382
H -2.52100 5.66300 -0.52839 0.505
```

Calculated values
Lowest unoccupied orbital energy (hartree): -0.0723
Charge: +1
Multiplicity: 1
Orbital gap (eV): 9.77


(ii)
Here is a 7-piece molecular cluster, C24H50NO13S5 overall from the OMol25 dataset. Energies are from ωB97M-V/def2-TZVPD.

```
93
Properties=species:S:1:pos:R:3:mulliken_charge:R:1
N 0.44861 1.05025 0.40470 0.066
H -0.49739 0.76125 0.31070 0.016
H 0.42961 2.04725 0.41170 0.451
H 0.75161 0.78225 -0.52230 0.157
H 0.99261 0.65225 1.26670 0.294
C 2.17961 2.04025 7.03570 -1.291
C 0.98061 1.59225 6.05970 0.192
C 1.31061 1.76225 4.54070 -0.192
O 1.33661 0.50825 4.12070 -0.274
C 0.95761 -0.41275 5.08570 0.658
O 1.00661 -1.60975 5.01570 -0.556
O 0.76961 0.23325 6.17770 -0.321
H 3.07661 1.42125 6.72370 0.322
H 1.96761 1.66925 8.13770 0.321
H 2.38161 3.22125 7.19470 0.308
H 0.13161 2.15525 6.51670 0.321
H 2.29261 2.20225 4.30470 0.345
H 0.46461 2.22225 4.00070 0.210
C -0.72339 -5.16275 1.10870 -0.607
C 0.18761 -4.56375 2.18070 -0.479
C 1.42461 -4.04575 1.58870 -0.289
S 0.80461 -3.29175 0.16570 0.737
O 1.67461 -3.56375 -0.93030 -0.730
O 0.46161 -1.90075 0.45570 -0.251
C -0.63439 -4.29075 -0.10730 -0.535
H -1.65439 -5.11975 1.66070 0.336
H -0.40139 -6.13875 0.78870 0.281
H 0.22661 -5.12875 3.09770 0.528
H -0.28439 -3.87875 2.64270 -0.106
H 1.93661 -5.07275 1.42370 0.254
H 2.03961 -3.08675 2.17270 0.252
H -0.52039 -4.78675 -0.97530 0.624
H -1.47939 -3.58375 -0.35130 0.033
C -4.06739 0.53725 4.08870 -0.866
C -2.54839 0.82025 4.10770 -0.518
C -1.89939 -0.47175 3.74870 -0.039
S -2.81039 -1.11275 2.35270 1.164
O -2.95439 -2.46575 2.40270 -0.760
O -2.50139 -0.35575 1.12570 -0.429
C -4.30939 -0.35775 2.89070 -1.157
H -4.70939 1.33325 4.15170 0.512
H -4.44439 -0.04975 5.08670 0.245
H -2.06839 1.23625 4.98970 0.309
H -2.11439 1.68625 3.37170 0.189
H -1.89439 -1.11675 4.55370 0.677
H -0.82139 -0.14575 3.31870 -0.485
H -5.11039 -0.85375 3.09670 0.731
H -4.89639 0.18125 2.11570 0.382
C -4.62439 -0.76875 -3.50130 -0.549
C -4.20639 0.54425 -4.26430 -0.399
C -3.90939 1.60325 -3.13930 -0.779
S -3.26139 0.71925 -1.72130 1.127
O -4.16739 1.15325 -0.65730 -0.728
O -1.84839 0.87325 -1.53330 -0.428
C -3.66239 -0.81575 -2.29330 -0.428
H -4.47539 -1.63375 -4.37930 0.247
H -5.73239 -0.78775 -3.21230 0.289
H -4.91639 1.09425 -4.86130 0.385
H -3.30139 0.36125 -4.89930 0.058
H -4.75939 2.26025 -2.87830 0.385
H -2.96539 2.25825 -3.42130 0.254
H -3.97239 -1.35575 -1.44030 0.509
H -2.82239 -1.31275 -2.61630 0.056
C 5.80661 4.77425 -2.06230 -0.552
C 4.41161 5.33925 -2.59330 -0.606
C 3.46161 4.15725 -2.51630 -0.565
S 4.01761 2.96925 -1.48330 1.271
O 4.28461 1.72325 -2.28630 -0.681
O 3.19661 2.92325 -0.32630 -0.720
C 5.46761 3.80925 -0.92730 -1.123
H 6.52561 5.60225 -1.64930 0.327
H 6.47761 4.20825 -2.81730 0.289
H 4.55961 5.62525 -3.65130 0.290
H 4.05461 5.99725 -1.85030 0.334
H 3.28561 3.68725 -3.49230 0.376
H 2.39861 4.46825 -2.17430 0.289
H 6.08061 3.13425 -0.76330 0.712
H 5.11661 4.10925 0.07270 0.356
C 1.64561 -2.41075 -5.21230 -0.552
C 0.78561 -1.57275 -5.90730 -0.902
C -0.39139 -1.21175 -5.00230 -0.552
S 0.29961 -1.17075 -3.37530 1.300
O -0.31939 -2.01575 -2.43030 -0.542
O 0.48761 0.18725 -3.06130 -0.736
C 1.81161 -1.82375 -3.71530 -0.818
H 2.68061 -2.53675 -5.69030 0.339
H 1.22461 -3.46675 -5.19830 0.255
H 0.41961 -1.90875 -6.76430 0.498
H 1.26461 -0.62075 -6.17130 0.297
H -1.20039 -2.05275 -4.95530 0.322
H -0.89939 -0.32075 -5.22030 0.333
H 2.26161 -2.47375 -3.04630 0.566
H 2.51961 -0.86975 -4.01930 0.163
```

Calculated values
Lowest unoccupied orbital energy (hartree): -0.0740
Charge: +1
Multiplicity: 1
Orbital gap (eV): 10.08


Which of them is the most stable, and which is the least stable? (i) and (ii), in that order.


(i)
Here is a 2-piece molecular cluster, C8H15NOS overall from the OMol25 dataset. Energies are from ωB97M-V/def2-TZVPD.

```
26
Properties=species:S:1:pos:R:3:mulliken_charge:R:1
C 1.61706 3.89787 1.57592 -0.992
C 0.84595 2.95317 1.12064 0.106
C -0.83081 -2.75179 -1.56333 -0.529
C -1.40632 -2.25384 1.52255 -1.298
C -0.14115 -0.67119 -2.87226 -0.796
C 1.26720 1.91007 0.09617 -0.340
C 0.21747 -0.24083 1.40340 -0.218
C -0.14739 -1.51848 1.11588 -0.315
N -0.83513 -1.52854 -1.94025 0.431
O -1.84757 -0.69580 -1.27682 -0.549
S 1.77910 0.36293 0.96499 -0.145
H 1.07016 4.51621 2.25070 0.247
H 2.66622 4.09934 1.49611 0.307
H -0.17281 2.97728 1.39847 0.326
H -0.07215 -3.33851 -2.10583 0.173
H -1.59470 -3.08546 0.85109 0.316
H -2.14286 -1.48394 1.42377 0.484
H -1.27678 -2.63386 2.45078 0.408
H -0.66984 -0.83483 -3.83605 0.332
H -0.19227 0.38717 -2.55085 0.224
H 0.98111 -0.91324 -2.91537 0.297
H 2.30964 2.14841 -0.23731 0.344
H 0.44512 1.46185 -0.52248 0.095
H -2.00760 -1.12077 -0.34392 0.337
H -0.42677 0.45773 1.90290 0.354
H 0.56513 -2.10094 0.59113 0.400
```

Calculated values
Lowest unoccupied orbital energy (hartree): 0.0277
Multiplicity: 1
Orbital gap (eV): 8.96


(ii)
Here is C8H15NOS as an isolated structure from the OMol25 dataset. Energies are from ωB97M-V/def2-TZVPD.

```
26
Properties=species:S:1:pos:R:3:mulliken_charge:R:1
C -2.19000 -1.39934 -0.36067 0.099
C -2.03666 0.68967 0.88384 -0.824
C -2.02636 1.87016 -0.11353 -0.598
C 0.01489 0.29427 -0.68182 -1.124
C 2.43590 0.42836 -0.89081 -1.732
C 1.38371 -1.74663 -0.25680 -1.949
C 1.44571 0.14895 1.35437 -1.389
C 1.34594 -0.29051 -0.11920 2.075
N -1.44137 -0.44843 0.23007 -0.036
O -3.37289 -1.46197 -0.12073 -0.589
S -0.28075 2.08537 -0.44481 -0.164
H -1.59295 -1.95217 -1.10520 0.311
H -1.35371 1.00694 1.66048 0.339
H -3.15305 0.59354 1.13906 0.420
H -2.67063 1.52252 -0.90974 0.382
H -2.33404 2.74118 0.48351 0.419
H -0.31719 -0.00019 -1.67943 0.884
H 3.45985 0.10278 -0.61194 0.399
H 2.34392 1.47287 -0.81874 0.434
H 2.28457 0.08850 -1.94301 0.404
H 0.83297 -2.09410 -1.10366 0.361
H 2.36159 -2.11070 -0.39482 0.483
H 0.97272 -2.33835 0.57021 0.356
H 2.30047 0.02630 2.08037 0.338
H 0.60816 -0.37783 1.85633 0.359
H 0.97920 1.14880 1.29667 0.343
```

Calculated values
Lowest unoccupied orbital energy (hartree): 0.0236
Multiplicity: 1
Orbital gap (eV): 9.78


Which of them is the most stable, and which is the least stable? (ii) and (i), in that order.